A 8-piece molecular cluster, C16H22Cl12N2 overall in a non-equilibrium geometry, computed with the ωB97M-V functional and the def2-TZVPD basis.

Results
* LUMO level: 0.4 eV
* highest occupied orbital energy: -9.6 eV
* energy relative to the best compared isomer or geometry (same formula, charge and spin): 0.000 eV

Last column: Mulliken charge in e.
Element x y z (Å)
C  4.21290  -3.33520  -1.76109  -0.247
H  3.88262  -3.79537  0.29502  0.404
C  -0.36555  0.01412  -4.82092  0.148
H  1.96151  -2.18224  0.42572  0.386
H  0.66191  0.25179  -4.60993  0.057
C  -5.26206  0.70058  0.87184  0.118
Cl  -1.86044  -1.09209  0.63853  -0.174
Cl  0.93736  2.62043  -3.03433  -0.107
H  0.02725  4.77960  -3.02197  0.374
H  -6.18298  0.17955  1.06464  0.320
H  -1.66995  0.09831  -1.37588  0.233
H  -2.32712  1.44659  5.43191  0.392
H  -4.40383  0.06185  0.98450  -0.123
H  -0.17246  3.93606  -1.48858  0.190
C  -2.95648  -4.69473  0.74697  -0.053
H  -3.38224  -5.40662  0.06461  0.308
C  -0.77891  2.92449  5.39077  -0.305
H  -1.13840  3.48687  6.24290  0.366
C  -0.86111  1.12047  3.85760  -0.308
H  -2.88403  -3.71380  0.30859  0.054
H  -0.99961  0.84346  -4.56257  0.124
N  0.95732  2.67093  3.76822  -0.482
C  2.64214  -1.79127  -2.61160  0.058
Cl  -1.32562  -5.21806  1.17438  -0.150
H  3.40035  1.22920  1.10652  0.219
H  -1.28579  0.22377  3.41617  0.335
Cl  -5.29063  1.25102  -0.78479  -0.152
C  -0.22065  3.83434  -2.56309  -0.315
H  2.26566  -1.25952  -3.47914  0.060
Cl  -5.13364  2.02576  1.97519  -0.151
Cl  -0.78671  -1.35104  -3.78396  -0.143
C  3.55692  1.04611  0.05953  0.455
H  4.18696  -2.66400  -3.79268  0.419
C  2.55050  -2.30209  -0.47621  -0.058
Cl  -1.25512  1.76630  0.23521  -0.111
Cl  -1.85118  3.44321  -3.02908  -0.143
H  -0.11164  -0.10720  -0.64005  -0.258
C  3.74797  -2.58568  -2.80531  -0.689
Cl  4.95437  -0.00578  -0.12398  -0.149
C  3.59651  -3.19051  -0.56015  -0.803
C  -1.41754  1.78353  4.94341  -0.413
H  4.99982  -4.06377  -1.92496  0.397
H  2.72016  0.56633  -0.41670  -0.338
Cl  -4.01237  -4.57834  2.16039  -0.164
C  0.31750  1.62864  3.30275  -0.064
N  2.07615  -1.63032  -1.48765  0.033
C  -1.14372  0.12922  -0.42986  0.327
H  0.94780  4.17264  5.14746  0.339
Cl  3.78911  2.63903  -0.72713  -0.183
H  0.75886  1.13174  2.44520  0.413
C  0.41051  3.29865  4.78532  -0.260
Cl  -0.48240  -0.33695  -6.53172  -0.186

***

A 2-piece molecular cluster, C14H16 overall in a non-equilibrium geometry, computed with the ωB97M-V functional and the def2-TZVPD basis.

Results
* LUMO level: 0.9 eV
* highest occupied orbital energy: -8.9 eV
* energy relative to the best compared isomer or geometry (same formula, charge and spin): 3.587 eV

Last column: Mulliken charge in e.
Element x y z (Å)
C  -1.52100  2.66286  1.86927  1.211
H  1.84794  -2.56608  0.80401  0.287
C  0.64281  -1.43099  -1.06754  -0.335
H  3.32743  -2.94166  0.01951  0.330
H  -0.58297  -1.06901  1.95507  0.154
H  -2.83261  2.50511  3.57054  0.223
H  2.96244  -3.35571  -2.93088  0.221
H  1.86706  -3.94299  -0.26882  0.299
C  0.19923  -1.30645  -3.54590  -0.666
C  1.38411  -2.12278  -3.84656  -0.392
H  -1.11587  4.62726  1.00778  0.256
H  -2.80434  3.79411  0.87046  0.309
H  -0.28277  -0.82200  -4.24540  0.522
C  1.74724  -2.15618  -1.41633  1.085
C  -2.12250  1.94545  2.81882  -0.351
H  -0.03782  2.91916  0.26909  0.153
H  -1.93485  0.21805  3.99475  0.418
C  -0.05887  0.95472  1.32114  -0.246
H  -2.15614  4.70318  2.48692  0.397
C  -0.43418  2.24459  1.11285  -0.899
H  0.60512  0.53383  0.62609  0.616
C  -0.75121  0.09924  2.20435  -0.392
C  -1.55467  0.66848  3.12227  -0.496
H  -0.96202  -0.25617  -2.27038  0.243
C  2.07779  -2.59517  -2.77647  -0.497
H  1.81526  -2.20920  -4.82971  0.373
C  -0.13134  -0.99052  -2.23953  -0.319
C  -1.99995  4.09507  1.58979  -1.294
H  0.56420  -1.30343  -0.00850  0.007
C  2.24249  -2.90276  -0.19667  -1.214

***

C13H24ClI2MoN2P2 as an isolated structure in a non-equilibrium geometry, computed with the ωB97M-V functional and the def2-TZVPD basis.

Results
* LUMO level (alpha / beta): -13.5 / -12.4 eV
* net charge: +3
* highest occupied orbital energy (alpha / beta): -17.0 / -17.0 eV
* 2S+1: 3
* <S²>: 2.1176

Last column: Löwdin spin population.
Element x y z (Å)
H  4.33379  -0.04335  0.98096  0.000
H  -1.74490  3.02018  -4.11643  0.000
C  3.80983  0.85703  0.64646  -0.008
C  -2.96958  3.07344  -2.23471  0.002
I  4.42589  -3.99912  -0.68134  0.000
H  -3.28103  -1.39747  0.49355  0.000
C  -1.04627  1.76736  -2.59593  0.000
H  1.77578  1.33568  3.83267  0.000
H  -1.42522  -4.64090  -0.43957  -0.003
H  3.20923  0.29702  3.55882  0.000
H  1.45706  -0.27704  -2.51813  0.000
C  -0.58642  -3.94481  -0.34522  -0.007
P  2.17090  1.00450  1.46606  -0.058
P  -1.13215  -2.51247  0.67139  -0.054
H  1.77481  2.84879  -0.05063  0.000
H  2.46783  3.41013  1.51372  -0.005
C  0.62220  0.33688  -2.24533  0.014
H  -1.91469  -2.56842  2.96108  0.001
H  -3.36121  -3.11485  -0.07936  -0.005
C  -1.12699  1.30703  -1.29610  0.009
I  3.17744  -2.35547  -2.53358  -0.002
H  -0.29983  -3.60390  -1.34380  0.000
C  -1.93460  2.68421  -3.10541  0.002
H  0.25356  -4.47066  0.11816  0.000
C  -3.04081  2.59297  -0.91160  0.002
Cl  -0.76834  -0.16514  3.11594  0.031
C  -1.60742  -3.33470  2.24491  0.000
C  2.67198  1.18854  3.22523  -0.001
H  -2.43693  -4.02414  2.06183  -0.002
H  -2.62409  -1.86076  -1.11636  0.000
H  4.40266  1.73357  0.92291  -0.004
H  -3.73416  3.75030  -2.57944  0.000
H  -0.75702  -3.89174  2.64889  0.000
C  1.73835  2.74366  1.03846  -0.018
N  -0.06160  0.41203  -1.11081  0.006
H  -1.98773  1.39997  0.69636  0.009
H  3.32824  2.05930  3.31066  -0.002
C  -2.78429  -2.18200  -0.08486  -0.018
C  -2.06697  1.72138  -0.36349  0.020
H  0.35995  1.29463  -4.13831  0.000
H  3.67846  0.83602  -0.43807  0.000
H  0.73616  2.96116  1.41803  0.000
H  -3.88567  2.93026  -0.31604  0.000
Mo  0.10889  -0.34242  0.88501  2.075
N  0.07491  1.16328  -3.16655  0.013